# 1
Here is an isolated molecule of C4H7NO from the OMol25 dataset. Energies are from the ωB97M-V functional and the def2-TZVPD basis.

Output
- Largest force on an atom: 0.6 eV Å⁻¹
- SMILES: C[C@H]1CN1C=O
- Kohn-Sham gap: 11.059 eV
- HOMO level: -10.0 eV

XYZ file:
```
13
Properties=species:S:1:pos:R:3:lowdin_charge:R:1
C -1.7451 -0.1771 0.5674 -0.053
C -0.3076 -0.4553 0.2204 -0.332
C 0.1937 -0.0487 -1.0942 -0.107
N 0.5532 0.7311 0.1149 -0.008
C 1.9487 0.6160 0.3131 -0.322
O 2.6396 1.5069 0.7179 0.084
H -1.9079 -0.1080 1.6458 0.077
H -2.3756 -0.9750 0.1583 0.081
H -2.0419 0.7694 0.1060 0.084
H 0.1290 -1.3599 0.6513 0.144
H 0.9464 -0.6891 -1.5590 0.107
H -0.4022 0.5342 -1.7834 0.113
H 2.3696 -0.3444 -0.0585 0.132
```

***

# 2
Here is an isolated molecule of C4H7NO from the OMol25 dataset. Energies are from the ωB97M-V functional and the def2-TZVPD basis.

Output
- Largest force on an atom: 0.3 eV Å⁻¹
- SMILES: C1N[C@H]1[C@H]1CO1
- Kohn-Sham gap: 10.743 eV
- HOMO level: -9.6 eV

XYZ file:
```
13
Properties=species:S:1:pos:R:3:lowdin_charge:R:1
C -1.7795 -0.3166 -0.1539 -0.140
N -1.2874 0.9346 0.4202 0.034
C -0.5231 0.2916 -0.6370 -0.286
C 0.7420 -0.4369 -0.2876 -0.271
C 1.8954 0.2331 0.3106 -0.100
O 1.0137 -0.5589 1.1026 -0.052
H -1.6803 -1.2263 0.4381 0.113
H -2.6901 -0.2466 -0.7424 0.098
H -0.8304 0.7334 1.3090 0.089
H -0.5087 0.8270 -1.5858 0.139
H 0.9025 -1.3560 -0.8525 0.147
H 2.8937 -0.1843 0.1824 0.111
H 1.8520 1.3058 0.4964 0.120
```

***

# 3
Here is an isolated molecule of C4H7NO from the OMol25 dataset. Energies are from the ωB97M-V functional and the def2-TZVPD basis.

Output
- Largest force on an atom: 0.5 eV Å⁻¹
- SMILES: CC/N=C\C=O
- Kohn-Sham gap: 9.356 eV
- HOMO level: -9.6 eV

XYZ file:
```
13
Properties=species:S:1:pos:R:3:lowdin_charge:R:1
C 1.6731 1.1419 0.0808 -0.103
N 0.3336 -0.7533 -0.4827 0.039
C 0.3091 0.7019 -0.4461 -0.294
C -0.6099 -1.4774 -0.0484 -0.125
C -1.9739 -1.0640 0.4221 -0.233
O -2.7026 -1.8531 0.9772 0.056
H 1.8637 2.2029 -0.1027 0.070
H 2.4437 0.5488 -0.4193 0.071
H 1.7493 0.9518 1.1562 0.073
H -0.4982 1.1316 0.1642 0.096
H 0.1743 1.0627 -1.4735 0.119
H -0.4523 -2.5592 -0.0222 0.116
H -2.3099 -0.0346 0.1942 0.115
```